[1]
111
Properties=species:S:1:pos:R:3:mulliken_charge:R:1 method="wB97M-V/def2-TZVPD" max_force_ev_per_a=1.9 de_lowest_kcal_mol=56.5 lumo_ev=4.083 e_tot_ha=-4077.85040 spin_multiplicity=1 gap_ha=0.1763 charge=-2
Zr 0.052 0.726 -0.540 -1.995
C 1.469 0.708 4.226 -1.770
C 0.167 0.545 3.498 0.716
N -0.473 1.604 3.149 -0.685
N -1.759 1.579 2.880 -0.223
C -2.645 1.627 1.978 0.505
S -2.725 1.623 0.272 -0.284
S -4.324 1.662 2.794 -0.276
C -4.036 0.558 4.216 -0.260
C -3.675 1.166 5.552 0.672
C -3.075 2.413 5.693 -0.020
C -2.668 2.867 6.940 -0.800
C -2.874 2.095 8.076 -0.370
C -3.504 0.865 7.952 -0.512
C -3.899 0.411 6.702 -0.483
C -0.410 -0.798 3.305 0.462
C -0.560 -1.701 4.346 -0.470
C -1.278 -2.879 4.187 -1.000
C -1.843 -3.157 2.951 -0.759
C -1.665 -2.300 1.879 -0.293
C -0.938 -1.103 2.011 0.506
O -0.760 -0.318 0.979 2.270
H 1.374 0.300 5.238 0.420
H 2.288 0.179 3.732 0.285
H 1.722 1.764 4.293 0.408
H -4.951 -0.029 4.323 0.586
H -3.231 -0.112 3.903 -0.403
H -2.906 3.016 4.814 0.321
H -2.172 3.826 7.026 0.373
H -2.536 2.438 9.047 0.355
H -3.683 0.252 8.829 0.360
H -4.375 -0.561 6.619 0.331
H -0.138 -1.460 5.316 0.276
H -1.419 -3.552 5.024 0.344
H -2.435 -4.056 2.819 0.405
H -2.091 -2.545 0.914 0.147
O -1.015 0.430 -2.138 -0.298
C -1.609 -0.639 -2.793 2.664
C -1.909 -1.814 -1.791 -1.157
C -0.673 -2.618 -1.484 -0.739
C -0.417 -3.877 -2.018 -0.761
C 0.749 -4.530 -1.653 -1.339
C 1.622 -3.921 -0.765 -0.298
C 1.304 -2.661 -0.276 -0.042
C 2.218 -1.852 0.607 -0.219
C 2.863 -0.752 -0.320 2.210
O 1.834 -0.070 -0.930 1.002
C 3.737 0.268 0.451 0.543
C 5.130 0.262 0.494 -0.661
C 5.826 1.333 1.041 -0.752
C 5.149 2.440 1.530 -0.755
C 3.762 2.447 1.515 -0.493
C 3.078 1.365 0.997 -0.059
C 3.730 -1.486 -1.356 -0.600
C 3.571 -1.181 -2.701 0.135
C 4.290 -1.860 -3.673 -0.917
C 5.199 -2.845 -3.316 -0.688
C 5.389 -3.135 -1.972 -1.050
C 4.653 -2.470 -1.003 0.171
N 0.187 -2.035 -0.650 1.112
C -2.914 -0.083 -3.392 -0.492
C -4.073 -0.013 -2.626 -0.423
C -5.212 0.605 -3.120 -0.966
C -5.209 1.179 -4.381 -0.500
C -4.050 1.136 -5.144 -0.867
C -2.915 0.510 -4.653 -0.431
C -0.748 -1.182 -3.940 -0.826
C -1.172 -2.258 -4.715 -0.110
C -0.409 -2.707 -5.780 -0.992
C 0.782 -2.068 -6.102 -0.618
C 1.199 -0.984 -5.347 -0.928
C 0.444 -0.551 -4.264 0.756
H -2.231 -1.326 -0.868 0.179
H -2.705 -2.449 -2.181 0.729
H -1.117 -4.338 -2.701 0.527
H 0.975 -5.512 -2.051 0.391
H 2.541 -4.406 -0.465 0.529
H 1.629 -1.336 1.364 -0.923
H 2.970 -2.469 1.094 0.791
H 5.690 -0.561 0.073 0.402
H 6.910 1.306 1.054 0.403
H 5.699 3.292 1.910 0.365
H 3.190 3.294 1.875 0.479
H 1.993 1.389 0.972 -0.835
H 2.872 -0.396 -2.949 0.361
H 4.132 -1.628 -4.720 0.348
H 5.760 -3.378 -4.075 0.382
H 6.104 -3.895 -1.677 0.383
H 4.812 -2.724 0.038 0.428
H -4.081 -0.407 -1.618 0.289
H -6.103 0.651 -2.504 0.400
H -6.101 1.661 -4.766 0.369
H -4.028 1.601 -6.123 0.392
H -2.013 0.497 -5.251 0.452
H -2.117 -2.745 -4.498 0.495
H -0.743 -3.556 -6.365 0.413
H 1.372 -2.413 -6.944 0.357
H 2.115 -0.461 -5.596 0.645
H 0.746 0.309 -3.677 0.386
C -0.464 5.589 -0.385 -1.853
C 0.181 4.262 -0.728 0.378
S 0.240 3.100 0.595 -0.327
C 0.701 3.990 -1.933 0.858
C 0.776 5.019 -3.035 -1.701
S 1.367 2.413 -2.298 -0.293
H -0.862 5.540 0.627 0.390
H -1.290 5.816 -1.065 0.324
H 0.254 6.416 -0.433 0.342
H 0.682 6.034 -2.641 0.413
H -0.010 4.858 -3.781 0.245
H 1.736 4.928 -3.548 0.331

[2]
70
Properties=species:S:1:pos:R:3:mulliken_charge:R:1 method="wB97M-V/def2-TZVPD" max_force_ev_per_a=3.3 lumo_ev=-5.403 e_tot_ha=-2397.94959 spin_multiplicity=1 gap_ha=0.1136 charge=0
Al 0.502 0.290 -0.102 1.161
Al 3.190 0.220 -3.876 0.856
C 1.936 3.658 -1.767 -0.673
O 1.543 2.400 -2.176 -0.346
H 1.086 4.187 -1.337 0.182
H 2.638 3.631 -0.933 0.257
H 2.120 4.327 -2.607 0.314
C -1.082 0.290 3.748 -0.989
O -1.209 0.011 2.363 -0.148
H -0.972 -0.652 4.286 0.340
H -0.192 0.870 3.992 0.113
H -1.912 0.884 4.129 0.342
C -0.357 -1.983 -3.532 -0.722
O 0.163 -0.776 -3.044 -0.347
H -1.208 -2.178 -2.879 0.110
H -0.742 -1.948 -4.551 0.304
H 0.287 -2.863 -3.510 0.216
P 3.983 -0.108 -0.432 0.179
O 5.068 0.159 -1.528 -0.607
O 3.219 1.051 0.375 -0.251
O 4.556 -1.239 0.510 -0.573
O 2.854 -0.806 -1.231 -0.255
C -3.231 -0.320 -1.658 -0.710
O -2.463 -0.507 -0.475 -0.060
H -3.397 -1.236 -2.225 0.305
H -4.198 0.104 -1.387 0.374
H -2.777 0.388 -2.350 0.139
H -3.106 -0.867 0.140 0.277
C 2.793 -0.648 3.407 -0.637
O 2.429 -0.918 2.112 -0.073
H 2.011 0.005 3.793 0.069
H 2.795 -1.449 4.147 0.245
H 3.736 -0.101 3.415 0.345
H 3.187 -1.060 1.540 0.207
C -0.261 -3.075 1.645 -0.512
O -0.443 -2.643 0.258 -0.222
H 0.420 -2.324 2.047 0.004
H -1.142 -3.250 2.262 0.265
H 0.340 -3.983 1.601 0.341
H -0.917 -3.272 -0.291 0.162
C -1.813 3.977 0.564 -0.660
O -1.718 2.547 0.556 -0.147
H -2.588 4.389 1.211 0.288
H -0.804 4.198 0.913 0.161
H -2.096 4.302 -0.437 0.235
H -2.033 2.204 1.395 0.145
C -4.450 -1.475 2.989 -0.738
O -3.847 -0.925 1.823 -0.553
H -4.386 -2.557 3.103 0.276
H -4.011 -1.078 3.905 0.283
H -5.538 -1.446 2.941 0.321
H -3.054 -0.501 2.160 0.104
C -1.400 1.388 -5.802 -0.697
O -1.616 1.196 -4.469 -0.410
H -2.306 1.215 -6.383 0.259
H -1.073 2.419 -5.943 0.249
H -0.641 0.700 -6.173 0.263
H -0.992 0.554 -4.123 0.284
C 2.216 -4.303 -1.101 -0.095
O 3.206 -3.440 -1.603 -0.512
H 1.468 -4.547 -1.856 0.211
H 2.751 -5.177 -0.729 0.336
H 1.683 -3.845 -0.268 -0.229
H 2.931 -2.567 -1.313 0.334
C 1.289 3.302 2.660 -1.056
O 1.504 2.263 1.810 0.230
H 0.221 3.415 2.844 0.257
H 1.692 3.051 3.641 0.283
H 1.744 4.225 2.299 0.363
H 2.413 2.245 1.504 0.233